Entry 1:
Below is a molecular structure, C62H52Br6N10O20, with properties calculated with the ωB97M-V functional and the def2-TZVPD basis.

- Frontier orbital gap: 8.346 eV
- Total charge: 0
- Relative energy (zero: lowest compared OMol25 entry of this formula, charge and spin): 173.9 kJ/mol
- E_LUMO: -1.05 eV
- E_tot: -541212.0311 eV
- Maximum force: 4.41 eV/Å

The geometry in XYZ format:
```
150
Properties=species:S:1:pos:R:3:mulliken_charge:R:1
C 17.855 -12.605 7.339 -0.433
Br 17.969 -13.488 9.038 -0.036
Br 16.033 -12.748 6.533 -0.057
Br 19.368 -13.109 6.171 0.249
H 17.956 -11.534 7.519 0.360
C 20.828 -9.663 4.031 -0.256
Br 21.085 -9.734 6.045 -0.096
Br 19.343 -8.414 3.537 -0.075
Br 20.673 -11.389 3.068 0.071
H 21.660 -9.161 3.538 0.293
C 24.555 -12.367 9.664 -1.047
C 25.715 -12.236 10.362 -0.456
C 26.963 -12.598 9.843 -0.961
C 26.980 -12.884 8.435 0.189
C 25.766 -12.967 7.661 0.237
C 24.547 -12.823 8.321 -0.819
N 28.289 -13.136 7.827 1.418
O 29.278 -12.964 8.548 -0.712
O 28.372 -13.306 6.644 -0.569
H 23.722 -12.083 10.291 0.460
H 25.644 -12.023 11.419 0.501
H 27.801 -12.577 10.525 0.486
H 25.787 -13.269 6.625 0.519
H 23.618 -12.909 7.777 0.703
C 29.816 -13.401 -0.235 -0.425
C 28.743 -13.842 0.554 -0.490
C 28.928 -14.636 1.678 0.651
C 30.185 -15.146 1.994 -0.441
C 31.281 -14.727 1.194 -0.532
C 31.117 -13.757 0.175 -0.934
N 30.368 -16.086 3.088 1.070
O 31.446 -16.177 3.717 -0.606
O 29.366 -16.719 3.402 -0.500
H 29.526 -12.724 -1.025 0.482
H 27.763 -13.506 0.251 0.565
H 28.075 -14.809 2.317 0.322
H 32.275 -15.113 1.365 0.464
H 31.933 -13.533 -0.497 0.393
C 27.039 -9.166 7.013 0.325
C 28.197 -9.863 7.102 -0.271
C 28.732 -10.040 8.434 -0.344
C 28.021 -9.503 9.578 -0.594
C 26.766 -8.961 9.410 -0.318
C 26.244 -8.678 8.116 -1.030
N 28.630 -9.540 10.929 1.046
O 28.018 -9.056 11.886 -0.612
O 29.763 -10.056 10.998 -0.585
H 26.565 -9.080 6.046 0.296
H 28.778 -10.291 6.299 0.546
H 29.644 -10.617 8.470 0.474
H 26.244 -8.654 10.305 0.483
H 25.295 -8.258 7.817 0.587
C 28.075 -10.859 1.722 -0.643
C 26.715 -10.911 1.322 -0.248
C 26.138 -9.879 0.640 -0.436
C 26.929 -8.825 0.062 -0.231
C 28.322 -8.911 0.285 -0.384
C 28.879 -9.864 1.149 -0.953
N 26.380 -7.680 -0.710 0.954
O 27.132 -6.699 -0.932 -0.580
O 25.209 -7.752 -1.032 -0.581
H 28.474 -11.662 2.324 0.740
H 26.103 -11.731 1.669 0.770
H 25.087 -9.797 0.403 0.574
H 28.954 -8.168 -0.180 0.484
H 29.950 -9.878 1.287 0.531
C 23.519 -15.271 4.511 -0.783
C 22.671 -14.271 4.967 -0.981
C 23.060 -12.912 4.877 0.542
C 24.400 -12.629 4.477 -0.070
C 25.248 -13.665 4.124 -0.408
C 24.793 -14.947 4.103 0.118
N 24.859 -11.233 4.563 1.529
O 26.078 -11.032 4.500 -0.545
O 24.028 -10.329 4.626 -0.541
H 23.163 -16.288 4.444 0.792
H 21.635 -14.487 5.183 -0.470
H 22.405 -12.118 5.204 0.355
H 26.260 -13.398 3.857 0.727
H 25.482 -15.689 3.726 -0.289
C 24.847 -16.326 10.311 -0.249
C 26.263 -16.031 10.279 -0.764
C 26.915 -16.145 9.030 -0.119
C 26.228 -16.621 7.884 -0.295
C 24.847 -16.785 7.978 0.121
C 24.169 -16.678 9.192 -0.770
N 26.937 -16.964 6.600 1.074
O 26.267 -17.285 5.627 -0.594
O 28.218 -16.812 6.508 -0.571
H 24.213 -16.247 11.182 0.372
H 26.866 -15.737 11.126 0.442
H 27.974 -15.938 8.982 0.492
H 24.289 -17.246 7.178 0.467
H 23.114 -16.781 9.396 0.406
C 20.776 -14.634 -0.927 -0.589
C 21.755 -14.319 -1.850 -0.341
C 23.082 -14.283 -1.557 -0.827
C 23.488 -14.664 -0.267 -0.094
C 22.539 -14.959 0.696 0.189
C 21.192 -15.007 0.313 -0.888
N 24.899 -14.595 0.129 1.028
O 25.274 -15.224 1.178 -0.226
O 25.657 -13.980 -0.562 -0.609
H 19.725 -14.478 -1.117 0.444
H 21.433 -13.954 -2.814 0.367
H 23.825 -13.931 -2.258 0.493
H 22.843 -15.080 1.725 0.557
H 20.416 -15.201 1.040 0.515
C 28.985 -6.388 4.508 -0.787
C 28.418 -5.190 4.919 -0.473
C 27.028 -5.082 5.044 -0.612
C 26.223 -6.126 4.624 0.076
C 26.788 -7.328 4.115 -0.199
C 28.177 -7.404 4.020 -0.084
N 24.738 -5.916 4.452 0.997
O 23.978 -6.820 4.083 -0.571
O 24.294 -4.815 4.640 -0.617
H 30.064 -6.420 4.471 0.438
H 29.018 -4.361 5.263 0.391
H 26.575 -4.113 5.191 0.472
H 26.181 -8.151 3.767 0.530
H 28.612 -8.359 3.766 0.478
C 27.939 -19.042 -0.685 -0.574
C 26.769 -19.197 -1.394 -0.523
C 25.593 -18.844 -0.851 -0.580
C 25.556 -18.275 0.433 -0.292
C 26.795 -17.908 1.052 0.534
C 27.965 -18.297 0.450 -0.586
N 24.316 -18.116 1.204 1.228
O 23.146 -18.177 0.697 -0.641
O 24.434 -18.121 2.425 -0.592
H 28.892 -19.378 -1.067 0.385
H 26.691 -19.678 -2.358 0.370
H 24.665 -19.082 -1.350 0.461
H 26.689 -17.282 1.926 0.388
H 28.902 -18.156 0.968 0.392
C 16.076 -17.383 7.008 -0.316
C 17.425 -17.645 7.064 -0.644
C 18.289 -17.123 6.114 -0.138
C 17.794 -16.250 5.075 -0.093
C 16.395 -15.986 5.097 -0.384
C 15.562 -16.548 6.031 -0.512
N 18.678 -15.663 4.013 1.059
O 18.179 -15.107 3.054 -0.600
O 19.910 -15.777 4.186 -0.492
H 15.399 -17.756 7.761 0.395
H 17.743 -18.337 7.830 0.391
H 19.346 -17.299 6.252 0.440
H 16.006 -15.351 4.316 0.506
H 14.506 -16.353 5.913 0.388
```

Entry 2:
Below is a molecular structure, C4H8Cl4N5O15V2, with properties calculated with the ωB97M-V functional and the def2-TZVPD basis.

- Frontier orbital gap (alpha / beta): 6.913 / 7.788 eV
- Spin multiplicity: 6
- Total charge: 0
- ⟨S²⟩: 8.81
- E_LUMO (alpha / beta): -3.59 / -2.71 eV
- E_tot: -143886.1140 eV
- Maximum force: 9.68 eV/Å

The geometry in XYZ format:
```
38
Properties=species:S:1:pos:R:3:mulliken_spin:R:1
V 11.171 4.202 -11.508 2.182
V 13.046 2.795 -16.487 3.021
N 10.155 3.816 -14.745 0.003
O 10.230 4.102 -13.537 -0.001
O 9.109 4.047 -15.391 0.009
O 11.159 3.404 -15.332 0.001
N 13.534 2.429 -13.177 0.007
O 13.553 2.510 -14.397 -0.002
O 12.597 2.963 -12.542 -0.002
O 14.431 1.841 -12.576 0.010
N 15.064 1.561 -17.820 -0.027
O 15.956 0.904 -18.339 0.012
O 14.732 1.492 -16.662 -0.013
O 14.331 2.307 -18.352 0.000
N 8.920 2.758 -11.090 -0.008
O 8.915 3.990 -11.023 -0.035
O 7.938 2.039 -11.206 0.009
O 10.082 2.343 -11.164 -0.063
N 12.001 4.188 -8.930 -0.011
O 12.381 3.422 -9.786 -0.056
O 12.429 4.291 -7.802 0.018
O 11.238 4.943 -9.509 -0.054
Cl 19.267 0.054 -13.039 0.000
C 17.570 -0.100 -12.408 0.000
C 16.645 -0.837 -13.363 0.000
Cl 17.047 -2.579 -13.556 0.000
H 17.063 0.832 -12.160 0.000
H 17.630 -0.643 -11.465 0.000
H 16.641 -0.390 -14.357 0.000
H 15.635 -0.767 -12.959 0.000
Cl 18.271 2.742 -10.468 0.000
C 16.582 3.460 -10.649 0.000
C 16.453 4.931 -10.187 0.000
Cl 17.426 6.042 -11.140 0.000
H 15.926 2.829 -10.048 0.000
H 16.367 3.279 -11.702 0.000
H 16.713 5.049 -9.136 0.000
H 15.434 5.269 -10.375 0.000
```

Entry 3:
Below is a single C4H11N5 molecule, with properties calculated with the ωB97M-V functional and the def2-TZVPD basis.

- Structure (SMILES): [H]/N=C(/N)N(C)/C(N)=N\C
- Frontier orbital gap: 9.716 eV
- Total charge: 0
- Relative energy (zero: lowest compared OMol25 entry of this formula, charge and spin): 37.1 kJ/mol
- E_LUMO: 0.88 eV
- E_tot: -11776.1658 eV
- Maximum force: 2.78 eV/Å

The geometry in XYZ format:
```
20
Properties=species:S:1:pos:R:3:nbo_charge:R:1
H -2.177 0.749 -1.409 0.331
N -1.614 0.345 -2.139 -0.752
C -0.572 -0.176 -1.619 0.582
N 0.332 -0.685 -2.465 -0.835
N -0.338 -0.302 -0.225 -0.511
C -1.494 -0.407 0.638 -0.412
C 1.029 -0.236 0.357 0.606
N 2.103 -0.726 -0.368 -0.854
N 1.299 0.273 1.507 -0.536
C 0.449 1.173 2.240 -0.425
H -0.065 -0.677 -3.385 0.411
H 0.759 -1.539 -2.101 0.398
H -1.148 -0.686 1.673 0.226
H -2.294 -1.133 0.348 0.217
H -1.996 0.576 0.724 0.186
H 2.943 -0.492 0.160 0.401
H 2.174 -0.258 -1.307 0.400
H -0.329 1.733 1.656 0.174
H 1.022 1.890 2.758 0.203
H -0.082 0.578 2.958 0.188
```